Here is one molecule with the formula C4H8OS at a distorted geometry from the Open Molecules 2025 dataset. Energies are from the ωB97M-V functional and the def2-TZVPD basis.

The geometry in XYZ format:
```
14
Properties=species:S:1:pos:R:3
S -0.247 -0.196 0.627
O 2.361 -0.630 0.342
C -3.061 0.091 0.089
C 2.986 0.678 0.223
C -1.758 -0.712 0.073
C 1.114 -0.669 -0.282
H -3.261 0.813 1.029
H -2.920 0.946 -0.702
H -3.937 -0.582 -0.213
H -1.725 -1.424 -0.777
H 3.995 0.591 0.432
H 0.994 -1.450 -0.955
H 2.934 1.153 -0.822
H 2.526 1.393 0.936
```

The energy relative to the best compared isomer or geometry (same formula, charge and spin) is 99.90 kcal per mole. The calculation puts the calculated total energy at -630.475723 Eh. As for the charge: 0. The molecular weight is 104.2 g mol⁻¹.

Mulliken population analysis, charges in e, atoms 1 to 6: S -0.02; O -0.29; C -0.78; C -0.62; C -0.23; C -0.24


Here is one molecule with the formula C4H8OS at a distorted geometry from the Open Molecules 2025 dataset. Energies are from the ωB97M-V functional and the def2-TZVPD basis.

The geometry in XYZ format:
```
14
Properties=species:S:1:pos:R:3
S -0.990 0.935 0.142
O 0.857 -0.576 -1.061
C 0.493 1.597 -2.016
C 0.284 0.488 -0.997
C -0.976 -0.602 1.080
C 0.236 -1.283 1.647
H -1.455 -0.210 2.075
H -0.059 2.516 -1.961
H -1.580 -1.432 0.714
H 1.018 -1.230 0.953
H 0.312 1.092 -2.992
H 1.496 1.920 -2.120
H 0.449 -0.887 2.654
H -0.084 -2.329 1.881
```

As for the SMILES: CCSC(C)=O. The energy relative to the best compared isomer or geometry (same formula, charge and spin) is 16.77 kcal per mole. The calculation puts the calculated total energy at -630.608186 Eh. As for the charge: 0. The molecular weight is 104.2 g mol⁻¹.

Mulliken population analysis, charges in e, atoms 1 to 6: S -0.14; O -0.57; C -1.10; C 0.66; C -0.40; C -0.88


Here is one molecule with the formula C4H8OS at a distorted geometry from the Open Molecules 2025 dataset. Energies are from the ωB97M-V functional and the def2-TZVPD basis.

The geometry in XYZ format:
```
14
Properties=species:S:1:pos:R:3
S 2.038 -0.481 -0.863
O -1.246 -1.300 0.001
C -1.247 -0.064 -0.710
C 1.082 0.581 0.166
C 1.513 -0.692 0.854
C -0.380 1.010 -0.043
H 2.356 -0.700 1.515
H -1.992 -1.786 -0.321
H -0.721 1.271 0.948
H -0.392 1.922 -0.637
H -1.108 -0.221 -1.732
H -2.251 0.363 -0.608
H 0.646 -1.349 1.030
H 1.701 1.448 0.399
```

As for the SMILES: OCC[C@H]1CS1. The energy relative to the best compared isomer or geometry (same formula, charge and spin) is 27.21 kcal per mole. The calculation puts the calculated total energy at -630.591554 Eh. As for the charge: 0. The molecular weight is 104.2 g mol⁻¹.

Mulliken population analysis, charges in e, atoms 1 to 6: S -0.17; O -0.49; C -0.53; C -0.14; C -0.73; C -0.60